No. 1
This record from OMol25 describes 11 unconnected molecules or ions with the total composition C50H129N7O22. The level of theory is ωB97M-V/def2-TZVPD.

The geometry in XYZ format:
```
208
C50H129N7O22 ωB97M-V/def2-TZVPD
C 5.7609 8.5984 1.1271
O 5.3461 7.2997 1.4018
C 5.3743 6.9014 2.7787
C 5.4639 5.4420 2.8950
N 4.3063 4.9135 2.2872
C 4.3983 3.4854 2.1005
C 3.0901 2.8926 1.6772
O 2.8388 3.2780 0.3210
C 3.4670 2.4439 -0.5971
H 5.4771 8.9114 0.0761
H 6.8455 8.7088 1.1702
H 5.3086 9.3465 1.7701
H 4.4218 7.2877 3.2100
H 6.2153 7.3653 3.2994
H 5.4939 5.2106 3.9771
H 6.4315 5.0242 2.4622
H 4.1943 5.2822 1.3710
H 4.6226 3.0205 3.0411
H 5.1929 3.1761 1.4163
H 2.2712 3.2480 2.3013
H 3.1280 1.8209 1.7127
H 3.2239 2.8592 -1.5559
H 3.0520 1.4369 -0.4949
H 4.5533 2.4397 -0.5110
C -7.9175 5.4469 -4.2070
O -6.7707 5.6188 -3.3744
C -5.7174 6.2326 -4.0645
C -4.5647 6.4643 -3.1542
N -4.0284 5.2947 -2.4620
C -3.2992 4.3951 -3.3238
C -3.0382 3.0409 -2.6292
O -4.2969 2.5126 -2.2959
C -4.2373 1.6080 -1.2294
H -8.3151 4.5214 -3.9109
H -7.6804 5.3109 -5.2430
H -8.6756 6.1925 -4.0870
H -6.0815 7.2843 -4.3370
H -5.4730 5.6774 -4.9716
H -4.8703 7.1609 -2.3395
H -3.8129 7.0638 -3.7323
H -4.8332 4.8754 -2.0195
H -2.3371 4.8224 -3.6338
H -3.8914 4.1545 -4.2898
H -2.4056 3.1253 -1.7456
H -2.5442 2.5274 -3.4883
H -4.0307 2.0911 -0.2933
H -3.4508 0.8486 -1.3009
H -5.2386 1.2338 -1.0437
C 6.5450 -1.6176 7.5351
O 5.4731 -2.2695 6.8188
C 4.2569 -2.3964 7.5317
C 3.2346 -1.2740 7.3473
N 2.9164 -1.0110 5.9034
C 1.5231 -1.2167 5.4534
C 1.0017 -2.6469 5.3138
O 1.9932 -3.4782 4.6807
C 2.0661 -3.4234 3.2804
H 6.2265 -0.6022 7.8627
H 7.3481 -1.5495 6.8658
H 6.8670 -2.2164 8.4357
H 4.4611 -2.5012 8.6419
H 3.7657 -3.3124 7.1630
H 3.6390 -0.3953 7.9287
H 2.3138 -1.5751 7.8429
H 3.5951 -1.4955 5.2836
H 1.6093 -0.7618 4.4591
H 0.7886 -0.5614 5.9537
H 0.0971 -2.6720 4.6644
H 0.7519 -3.1007 6.2818
H 2.4376 -2.4554 2.9873
H 1.0765 -3.6626 2.7373
H 2.8853 -4.0906 2.9613
C 4.9303 -6.3388 -7.6592
O 5.4998 -6.0874 -6.4207
C 4.6012 -6.3228 -5.3789
C 4.9366 -5.5561 -4.0802
N 4.6260 -4.1875 -4.2614
C 4.7096 -3.3107 -3.1427
C 4.2702 -1.8956 -3.4345
O 2.9634 -1.9792 -3.9517
C 2.1053 -0.8352 -3.5713
H 4.3309 -5.4751 -7.9586
H 4.2693 -7.2002 -7.6645
H 5.6423 -6.5303 -8.4690
H 4.6009 -7.4062 -5.2195
H 3.5426 -6.0193 -5.6515
H 6.0079 -5.6393 -3.7688
H 4.4280 -6.0296 -3.2464
H 3.9670 -3.9699 -4.9709
H 5.7552 -3.2739 -2.8042
H 4.1370 -3.6841 -2.2959
H 4.8747 -1.5731 -4.2542
H 4.3875 -1.3077 -2.5354
H 2.6609 0.0981 -3.6090
H 1.7649 -1.0972 -2.5827
H 1.3095 -0.8862 -4.3148
C -8.8077 1.1816 -2.8871
O -7.5579 0.5277 -3.2460
C -6.7758 1.3562 -4.0836
C -5.5568 0.5905 -4.4642
N -6.1037 -0.6302 -5.1430
C -5.0534 -1.3203 -5.8136
C -3.7857 -1.7139 -5.0413
O -2.9683 -0.6021 -4.8272
C -2.2642 -0.6975 -3.5890
H -9.4551 0.4757 -2.4713
H -9.3152 1.5258 -3.7834
H -8.5999 2.0671 -2.2798
H -6.4664 2.2800 -3.5831
H -7.2880 1.6068 -5.0177
H -5.0324 0.3149 -3.5791
H -5.0348 1.1709 -5.1835
H -6.5926 -1.2354 -4.4828
H -4.7627 -0.7682 -6.7344
H -5.4532 -2.2369 -6.2301
H -3.1835 -2.4582 -5.6206
H -4.0461 -2.2053 -4.1179
H -2.8830 -0.9653 -2.7484
H -1.7319 0.2277 -3.3110
H -1.4326 -1.3911 -3.7086
C -2.1884 -4.9887 -4.0239
O -0.9271 -5.2408 -3.3604
C 0.2468 -4.5494 -3.8093
C 1.2692 -4.5874 -2.7216
N 0.6304 -4.0396 -1.4900
C 1.4129 -4.3743 -0.2419
C 1.2043 -5.8022 0.2238
O -0.1465 -6.0361 0.3182
C -0.5312 -7.4050 0.6176
H -2.3418 -3.8950 -4.1103
H -2.9481 -5.3578 -3.3338
H -2.2262 -5.2894 -5.0825
H -0.0755 -3.5118 -4.0884
H 0.5850 -4.9923 -4.7495
H 2.1663 -3.9921 -2.9518
H 1.5677 -5.6731 -2.4918
H -0.2851 -4.4834 -1.4316
H 1.1263 -3.7494 0.6078
H 2.4834 -4.2226 -0.4252
H 1.8040 -6.0119 1.1176
H 1.6237 -6.5235 -0.5075
H -0.3611 -7.9367 -0.3363
H -1.6150 -7.3352 0.7969
H 0.0221 -7.8242 1.4276
C -0.1634 5.3195 7.6487
O -0.7826 5.0641 6.4247
C -2.0955 4.6495 6.5883
C -3.0072 5.0651 5.3579
N -2.6655 4.3196 4.1827
C -3.0618 4.8803 2.8957
C -2.5575 4.0947 1.6823
O -1.1775 4.1192 1.7525
C -0.5695 3.7061 0.5444
H -0.7344 6.0766 8.1751
H 0.7818 5.6458 7.3861
H -0.0734 4.4471 8.3255
H -2.5896 5.1909 7.4508
H -2.2724 3.5793 6.7449
H -2.9421 6.1452 5.2043
H -4.0100 4.7868 5.6818
H -1.6417 4.2424 4.0846
H -2.7587 5.9209 2.7490
H -4.1545 4.8833 2.8509
H -2.9664 4.6249 0.7805
H -2.9200 3.0688 1.5644
H 0.4996 3.5312 0.7854
H -0.7133 4.4839 -0.2124
H -0.9786 2.7815 0.1091
O 4.8616 -0.2915 0.9574
C 5.5333 -1.4792 0.5663
C 5.0394 -2.6856 1.2989
O 5.3766 -2.4754 2.6665
H 4.7903 -0.3242 1.9326
H 5.2285 -1.5840 -0.4971
H 6.6346 -1.5045 0.6651
H 5.5841 -3.5478 0.8643
H 3.9609 -2.8732 1.1771
H 4.9962 -3.1312 3.2488
O -3.0464 0.1211 1.7040
C -2.1302 0.4269 2.7858
C -2.0652 -0.6852 3.7974
O -1.4129 -1.9020 3.3081
H -2.8156 -0.7983 1.4238
H -1.1423 0.5930 2.4520
H -2.5510 1.2846 3.2518
H -3.0731 -0.9435 4.1470
H -1.5609 -0.4442 4.7454
H -1.8413 -2.2350 2.4688
O -5.1165 -3.4887 1.2514
C -4.6107 -2.7866 0.1315
C -3.2355 -3.2709 -0.1850
O -2.2435 -2.7611 0.8026
H -4.7265 -3.0295 1.9813
H -5.2316 -3.0003 -0.7302
H -4.5231 -1.7128 0.3483
H -2.9097 -3.0092 -1.1814
H -3.2252 -4.3622 -0.0958
H -1.6271 -2.2587 0.2607
O -0.5303 -1.5063 -0.7807
C 0.0838 -0.2693 -0.3178
C 1.1151 -0.5431 0.7671
O 2.2545 -1.3360 0.1978
H 0.1329 -2.1399 -1.1166
H 0.5180 0.2221 -1.1866
H -0.7465 0.3001 0.1015
H 0.6953 -1.0687 1.6255
H 1.5193 0.4194 1.1461
H 3.0896 -0.9274 0.5035
```

Computed properties:
gap between HOMO and LUMO: 8.97 eV
strongest force on any atom: 0.061 Eh/bohr
molecular weight: 1180.6 g/mol
SMILES: COCCNCCOC.COCCNCCOC.COCCNCCOC.COCCNCCOC.COCCNCCOC.COCCNCCOC.COCCNCCOC.OCCO.OCCO.OCCO.OCCO
lowest unoccupied orbital energy: 0.57 eV
HOMO: -8.40 eV

---

No. 2
This record from OMol25 describes a molecular structure, C50H136BF6HgN13O16S2. The level of theory is ωB97M-V/def2-TZVPD.

The geometry in XYZ format:
```
225
C50H136BF6HgN13O16S2 ωB97M-V/def2-TZVPD
Hg -0.8751 -4.8525 -4.0919
C -2.6565 1.5565 -2.4074
F -3.3953 1.0493 -3.4034
F -1.6679 2.2517 -2.8891
F -3.3518 2.3342 -1.5469
S -2.1210 0.0780 -1.2588
O -2.0806 0.5810 0.1012
O -3.2093 -0.8941 -1.4793
N -0.6707 -0.6378 -2.0499
S 0.4617 0.2596 -1.5308
O 1.4899 0.1896 -2.5502
O 0.2552 1.6009 -0.9702
C 1.1269 -0.8108 -0.1025
F 0.1529 -0.9375 0.8363
F 1.4092 -2.0617 -0.4829
F 2.1845 -0.2541 0.3278
B -2.2871 -6.9084 -0.6603
H -2.7456 -6.4177 0.1842
H -2.9479 -6.8244 -1.5091
H -1.2857 -6.5262 -0.7841
H -2.2611 -7.9523 -0.3885
C -7.8434 -3.1816 4.3224
C -6.6792 -4.1746 4.6138
C -6.6278 -4.4176 6.0927
O -5.4528 -5.2796 6.3551
C -4.8515 -5.1610 7.6759
N -7.0455 -5.4062 3.9996
H -7.5183 -2.1448 4.2351
H -8.4879 -3.0531 5.1920
H -8.3567 -3.5272 3.4251
H -5.7809 -3.8042 4.1198
H -7.5558 -4.8495 6.4673
H -6.5066 -3.4704 6.6182
H -5.4735 -5.6334 8.4363
H -4.8000 -4.1088 7.9557
H -3.9089 -5.7046 7.7402
H -7.0083 -5.2953 2.9964
H -8.0172 -5.4675 4.2681
C -10.3788 5.7582 -11.0068
C -9.5542 4.5461 -10.4948
C -8.3355 4.4461 -11.3604
O -7.2779 3.6173 -10.7977
C -6.0023 3.7913 -11.4063
N -9.1632 5.0412 -9.1633
H -11.2301 5.9028 -10.3416
H -10.8979 5.7116 -11.9641
H -9.8176 6.6791 -11.1650
H -10.0036 3.5537 -10.4598
H -7.8961 5.4319 -11.5131
H -8.5706 3.9880 -12.3211
H -5.5746 4.7696 -11.1872
H -5.9588 3.6205 -12.4820
H -5.4193 3.0115 -10.9163
H -9.8629 5.3899 -8.5237
H -8.8390 4.2032 -8.7020
C 3.9427 -1.8293 9.0325
C 3.1205 -3.0555 9.5359
C 3.1503 -3.3090 11.0529
O 2.1433 -4.3572 11.4390
C 2.1962 -4.8783 12.7382
N 1.8642 -3.0402 8.8697
H 3.4104 -0.9710 9.4427
H 3.9995 -1.6169 7.9649
H 4.9763 -1.7806 9.3750
H 3.6847 -3.8775 9.0953
H 2.8515 -2.4037 11.5813
H 4.1676 -3.5759 11.3392
H 3.0919 -5.4334 13.0172
H 1.4247 -5.6483 12.7304
H 1.9137 -4.2710 13.5981
H 1.2412 -3.0881 9.6632
H 1.8620 -2.1502 8.3923
C -1.6031 4.4188 11.8070
C -0.5592 4.2853 10.7502
C -1.1933 4.0197 9.3678
O -1.4385 2.6199 9.1042
C -1.8782 2.4287 7.7675
N 0.0748 5.6621 10.7989
H -2.2060 3.5261 11.6403
H -2.2430 5.2863 11.6454
H -1.1817 4.3833 12.8116
H 0.2607 3.5772 10.8710
H -0.4901 4.4385 8.6479
H -2.0929 4.6200 9.2316
H -1.0621 2.6489 7.0793
H -2.8884 2.8214 7.6519
H -2.0547 1.3645 7.6109
H -0.6657 6.2758 10.4903
H 0.6343 5.5340 9.9679
C 6.5766 6.3487 7.3343
C 6.2127 5.1635 6.4795
C 5.3123 5.5352 5.2225
O 4.2483 6.3128 5.6503
C 3.0784 6.2407 4.8362
N 7.3961 4.4734 5.9522
H 6.9515 7.1419 6.6875
H 7.2983 6.1079 8.1149
H 5.7331 6.8763 7.7795
H 5.6023 4.4690 7.0567
H 5.0963 4.5594 4.7874
H 5.8236 5.9885 4.3733
H 3.1576 6.5698 3.8001
H 2.4273 6.9483 5.3495
H 2.7147 5.2136 4.8050
H 8.0026 5.2408 5.7003
H 7.8951 4.2622 6.8046
C 11.5362 -2.9296 2.9744
C 12.5176 -2.7078 4.1593
C 13.5961 -3.7700 4.2134
O 13.1371 -5.1182 4.2816
C 14.1713 -6.0374 4.5011
N 13.0775 -1.3582 4.1957
H 11.0695 -3.9136 2.9291
H 12.1270 -3.0035 2.0614
H 10.7805 -2.2065 2.6675
H 11.9184 -2.6995 5.0698
H 14.1999 -3.5901 5.1029
H 14.2927 -3.7105 3.3771
H 15.0026 -6.0053 3.7969
H 13.6616 -6.9950 4.3952
H 14.6349 -5.9947 5.4867
H 13.7427 -1.3127 3.4371
H 12.3997 -0.6298 4.0221
C -10.4633 7.3869 1.2597
C -10.5560 7.2945 2.7943
C -11.6972 8.1394 3.4341
O -12.9646 7.6040 3.1952
C -14.0039 7.8613 4.1329
N -10.8132 5.8689 2.9269
H -11.2824 6.9303 0.7040
H -9.4974 6.9631 0.9849
H -10.4192 8.4255 0.9316
H -9.5593 7.6312 3.0796
H -11.5846 9.1290 2.9913
H -11.5342 8.1963 4.5104
H -13.7924 7.3036 5.0453
H -14.8603 7.3913 3.6494
H -14.0535 8.9426 4.2609
H -10.4788 5.3273 2.1426
H -11.8158 5.8799 2.8053
C 2.7928 9.0915 -3.5480
C 2.2260 10.0359 -2.4876
C 2.5525 11.5103 -2.7336
O 3.9150 11.7242 -2.7142
C 4.3387 13.0792 -2.4929
N 0.8041 9.7486 -2.4001
H 3.8686 9.2654 -3.5233
H 2.6511 9.2879 -4.6108
H 2.8014 8.0371 -3.2718
H 2.6779 9.7437 -1.5397
H 2.2788 11.9192 -1.7609
H 2.0523 12.0228 -3.5553
H 5.4011 13.1656 -2.2650
H 3.7546 13.6885 -1.8033
H 4.2875 13.6533 -3.4180
H 0.3671 10.3431 -3.0899
H 0.6928 8.7965 -2.7183
C 3.8320 -9.3825 -6.0267
C 2.4754 -8.6271 -6.0235
C 1.4124 -9.6945 -5.7023
O 0.2268 -8.9248 -5.8942
C -0.7264 -9.6374 -6.7203
N 2.5519 -7.5806 -5.0168
H 4.0407 -9.8413 -5.0602
H 4.5923 -8.6420 -6.2753
H 3.8410 -10.1803 -6.7693
H 2.3665 -8.0960 -6.9691
H 1.4551 -10.1364 -4.7068
H 1.5971 -10.5452 -6.3582
H -1.5884 -8.9941 -6.8971
H -1.0763 -10.6108 -6.3766
H -0.2363 -9.7883 -7.6821
H 2.9801 -8.0719 -4.2453
H 3.3179 -6.9793 -5.2850
C -5.0379 -2.5468 -8.7904
C -3.7382 -3.2535 -8.3048
C -2.4950 -2.2496 -8.5166
O -1.2848 -2.7771 -8.0567
C -0.1854 -1.9329 -8.4516
N -3.9806 -3.5299 -6.9553
H -5.1737 -1.6661 -8.1627
H -5.9365 -3.1362 -8.6079
H -5.0923 -2.1634 -9.8093
H -3.4693 -4.1822 -8.8082
H -2.7283 -1.2598 -8.1243
H -2.4752 -2.2161 -9.6059
H -0.3464 -0.9363 -8.0405
H -0.1778 -1.9364 -9.5416
H 0.6090 -2.5072 -7.9750
H -4.4301 -2.7616 -6.4781
H -4.6992 -4.2328 -6.8566
C 4.1439 2.3192 -14.6039
C 5.3758 3.0806 -14.2472
C 6.1961 2.4757 -13.0877
O 5.4665 2.1640 -11.8383
C 5.0763 3.3725 -11.1164
N 6.0649 3.0056 -15.5622
H 3.4477 2.7485 -15.3244
H 3.4927 2.3278 -13.7299
H 4.3952 1.3117 -14.9355
H 5.2995 4.1348 -13.9810
H 7.0494 3.1310 -12.9128
H 6.6135 1.5032 -13.3488
H 4.7338 2.9746 -10.1612
H 4.2779 3.8433 -11.6902
H 5.9760 3.9578 -10.9266
H 5.7651 2.1029 -15.9020
H 5.6194 3.6813 -16.1664
C 1.5516 -9.9566 6.2287
C 1.7300 -9.5555 4.7147
C 1.4912 -10.7695 3.7832
O 0.1699 -11.1967 3.5304
C 0.2223 -12.4714 2.8337
N 0.8169 -8.4353 4.4977
H 2.2737 -10.6868 6.5941
H 0.6196 -10.4874 6.4226
H 1.6154 -9.0798 6.8731
H 2.7977 -9.3374 4.7370
H 2.0663 -11.6069 4.1783
H 1.9924 -10.5832 2.8333
H 0.6923 -12.2987 1.8655
H -0.8081 -12.8268 2.8245
H 0.6796 -13.2789 3.4054
H 0.8691 -7.6884 5.1757
H 1.0459 -7.9428 3.6462
```

Computed properties:
gap between HOMO and LUMO: 1.43 eV
strongest force on any atom: 0.109 Eh/bohr
molecular weight: 1565.2 g/mol
lowest unoccupied orbital energy: -7.23 eV
HOMO: -8.65 eV